# 1
C29H87F4NO21P | ωB97M-V/def2-TZVPD

- total charge = +1
- highest occupied orbital energy (eV) = -11.2
- LUMO (eV) = -3.17

The geometry in XYZ format:
```
143
Properties=species:S:1:pos:R:3:mulliken_charge:R:1
C -3.693 -2.104 -0.869 -1.077
C -4.378 -2.241 -2.207 -0.272
O -4.580 -0.981 -2.935 -0.614
C -3.905 0.084 -2.528 1.356
C -2.505 0.103 -2.673 0.073
O -1.912 -0.984 -3.227 -0.443
C -1.792 1.203 -2.284 -0.620
N -2.405 2.285 -1.759 0.430
P -1.480 3.787 -1.283 -0.113
C -1.815 3.850 0.519 -0.776
C 0.235 3.186 -1.323 -1.309
C -3.743 2.310 -1.629 -0.405
O -4.252 3.431 -1.085 -0.451
C -4.530 1.222 -2.001 -0.233
C -6.041 1.329 -1.835 0.695
F -6.697 0.444 -2.619 -0.240
F -6.452 2.565 -2.220 -0.315
C -6.527 1.060 -0.393 0.132
F -7.842 1.357 -0.332 -0.277
F -5.861 1.841 0.483 -0.259
H -3.769 -3.076 -0.381 0.415
H -2.623 -1.925 -0.973 0.177
H -4.156 -1.373 -0.205 0.251
H -5.374 -2.660 -2.070 0.574
H -3.844 -2.919 -2.870 0.205
H -1.021 -1.085 -2.864 0.254
H -0.723 1.216 -2.435 0.734
H -0.873 3.867 1.060 0.249
H -2.353 2.940 0.802 0.332
H -2.453 4.694 0.761 0.392
H 0.314 2.142 -1.001 0.492
H 0.679 3.279 -2.311 0.381
H 0.803 3.779 -0.606 0.551
H -4.327 4.132 -1.752 0.390
H -6.400 0.005 -0.133 0.247
C 1.106 0.957 -5.445 -0.747
O 0.057 1.423 -4.591 -0.308
H 2.045 1.248 -4.984 0.274
H 1.075 -0.130 -5.544 0.287
H 1.041 1.414 -6.433 0.307
H -0.775 1.167 -5.004 0.231
C 0.669 3.828 4.335 -0.206
O -0.076 3.693 3.112 -0.471
H 1.299 4.711 4.245 -0.039
H 0.002 3.954 5.188 0.192
H 1.304 2.951 4.489 0.228
H -0.624 2.908 3.200 0.259
C 3.200 7.649 4.323 -0.732
O 3.133 6.302 4.761 -0.343
H 2.200 8.072 4.402 0.248
H 3.881 8.233 4.947 0.289
H 3.528 7.715 3.282 0.303
H 4.016 5.924 4.687 0.349
C 5.386 3.154 2.971 -0.653
O 4.460 3.735 3.889 -0.378
H 6.383 3.290 3.382 0.306
H 5.187 2.091 2.842 0.244
H 5.331 3.648 1.998 0.280
H 3.572 3.623 3.540 0.202
C -0.957 -4.633 -1.658 -0.071
O -2.006 -4.715 -0.692 -0.438
H -1.036 -3.658 -2.137 -0.118
H 0.018 -4.726 -1.180 0.084
H -1.075 -5.407 -2.421 0.335
H -1.955 -5.577 -0.271 0.264
C 6.721 5.876 6.797 -0.623
O 5.913 5.798 5.627 -0.488
H 7.396 6.719 6.671 0.223
H 6.112 6.041 7.690 0.279
H 7.313 4.967 6.929 0.264
H 5.326 5.040 5.730 0.230
C -7.132 -2.879 -5.673 -0.555
O -6.207 -2.934 -4.580 -0.497
H -6.957 -3.743 -6.309 0.114
H -8.162 -2.912 -5.314 0.305
H -6.985 -1.972 -6.264 0.295
H -6.368 -2.163 -4.028 0.236
C 1.786 -3.609 1.201 -0.492
O 1.283 -4.863 0.740 -0.437
H 2.185 -3.066 0.347 0.104
H 0.988 -3.018 1.657 0.363
H 2.583 -3.760 1.932 0.294
H 0.944 -5.328 1.515 0.230
C 5.939 0.499 -0.235 -0.410
O 4.853 0.730 0.656 -0.413
H 6.373 1.463 -0.490 0.243
H 6.708 -0.122 0.231 0.304
H 5.594 0.012 -1.148 0.084
H 4.472 -0.126 0.875 0.251
C -4.276 -5.517 -6.570 -0.582
O -3.987 -4.627 -5.503 -0.381
H -3.342 -5.993 -6.863 0.282
H -4.980 -6.291 -6.257 0.202
H -4.685 -4.980 -7.431 0.261
H -4.806 -4.190 -5.240 0.290
C 1.947 6.388 -2.857 -0.629
O 1.675 5.144 -3.500 -0.430
H 2.389 6.161 -1.889 0.227
H 2.656 6.986 -3.433 0.302
H 1.032 6.965 -2.701 0.281
H 1.289 5.336 -4.360 0.264
C 3.564 -6.873 -1.370 -0.547
O 4.038 -6.027 -0.324 -0.513
H 4.428 -7.319 -1.853 0.249
H 2.937 -7.675 -0.973 0.243
H 2.996 -6.301 -2.109 0.244
H 3.265 -5.636 0.098 0.224
C 3.030 -0.264 -2.414 -0.687
O 2.620 -1.289 -1.510 -0.415
H 2.789 0.692 -1.953 0.321
H 4.104 -0.310 -2.596 0.302
H 2.502 -0.350 -3.366 0.161
H 2.837 -2.140 -1.904 0.251
C 5.940 -9.690 -0.401 -0.519
O 5.035 -9.821 -1.493 -0.486
H 6.318 -8.670 -0.416 0.200
H 5.439 -9.863 0.555 0.243
H 6.782 -10.380 -0.497 0.304
H 4.693 -10.719 -1.490 0.277
C 0.085 6.199 7.519 -0.343
O -0.646 5.010 7.236 -0.520
H 0.687 6.440 6.645 0.151
H -0.596 7.028 7.727 0.234
H 0.746 6.048 8.376 0.187
H -1.171 4.804 8.016 0.269
C 3.407 -6.543 2.970 -0.350
O 2.240 -6.008 3.598 -0.514
H 3.232 -6.529 1.901 0.014
H 4.286 -5.933 3.191 0.280
H 3.590 -7.572 3.286 0.338
H 2.389 -6.015 4.547 0.285
C -7.378 -6.654 -7.920 -0.529
O -8.122 -5.442 -8.014 -0.514
H -6.458 -6.515 -8.481 0.190
H -7.133 -6.880 -6.880 0.233
H -7.931 -7.492 -8.350 0.330
H -8.943 -5.561 -7.528 0.294
C -0.647 7.381 10.972 -0.511
O -1.369 6.191 10.658 -0.479
H -0.041 7.632 10.106 0.173
H -1.329 8.209 11.179 0.279
H 0.009 7.227 11.831 0.277
H -1.906 5.967 11.423 0.282
```

# 2
C29H90N18O14 | ωB97M-V/def2-TZVPD

- highest occupied orbital energy (eV) = -7.9
- LUMO (eV) = 0.09

The geometry in XYZ format:
```
151
Properties=species:S:1:pos:R:3:mulliken_charge:R:1
C -3.189 1.298 7.315 -1.569
C -2.229 2.101 6.406 0.435
C -1.576 1.312 5.284 -0.180
O -0.860 2.254 4.444 -0.623
C 0.122 1.578 3.673 -0.863
N -2.974 3.248 5.907 -0.775
H -3.705 1.902 8.061 0.364
H -2.661 0.491 7.823 0.400
H -3.942 0.794 6.709 0.330
H -1.471 2.411 7.126 0.223
H -2.276 0.828 4.603 -0.061
H -0.887 0.557 5.662 0.384
H -0.346 0.870 2.990 0.259
H 0.847 1.090 4.324 0.531
H 0.631 2.293 3.027 0.387
H -3.795 3.093 5.340 0.299
H -2.356 3.542 5.165 0.336
C 4.133 -2.750 -6.861 -1.512
C 3.031 -1.864 -6.304 0.689
C 3.409 -0.949 -5.013 -0.208
O 3.630 -1.885 -3.935 -0.514
C 2.589 -2.165 -3.042 0.038
N 2.502 -0.920 -7.339 -0.880
H 5.014 -2.177 -7.152 0.316
H 3.720 -3.362 -7.663 0.405
H 4.542 -3.361 -6.056 0.309
H 2.153 -2.462 -6.061 0.365
H 2.641 -0.304 -4.587 -0.203
H 4.192 -0.203 -5.147 0.328
H 2.179 -1.241 -2.635 -0.121
H 2.864 -2.828 -2.222 -0.212
H 1.864 -2.746 -3.613 0.442
H 1.787 -0.464 -6.791 0.339
H 2.001 -1.515 -7.983 0.302
C 0.172 5.772 -0.720 -1.436
C 0.516 4.423 -1.225 1.260
C 1.418 4.425 -2.499 -0.875
O 0.735 4.233 -3.715 -0.532
C -0.488 5.092 -3.836 -0.786
N 1.147 3.611 -0.090 -0.604
H -0.411 6.351 -1.437 0.348
H 0.999 6.435 -0.466 0.358
H -0.552 5.719 0.094 0.322
H -0.324 3.728 -1.234 0.122
H 2.199 3.677 -2.362 0.234
H 1.958 5.369 -2.570 0.308
H -1.249 4.699 -3.161 0.257
H -0.804 4.945 -4.868 0.332
H -0.255 6.114 -3.537 0.335
H 1.396 2.720 -0.496 -0.122
H 0.476 3.587 0.664 0.139
C -3.991 -0.536 -0.923 -1.130
C -5.397 -0.373 -0.535 0.838
C -6.141 0.898 -1.000 -1.050
O -5.563 2.144 -0.467 -0.298
C -6.324 3.300 -0.750 -0.878
N -6.087 -1.602 -0.916 -0.709
H -3.582 -1.510 -0.654 0.369
H -3.407 0.261 -0.463 -0.093
H -3.779 -0.472 -1.991 0.497
H -5.393 -0.426 0.553 0.055
H -7.151 0.842 -0.596 0.364
H -6.239 0.928 -2.086 0.348
H -5.882 4.152 -0.233 0.222
H -7.350 3.111 -0.435 0.347
H -6.155 3.525 -1.803 0.347
H -5.913 -1.758 -1.898 0.311
H -7.081 -1.432 -0.865 0.268
C 1.304 -1.513 0.576 1.066
C 0.936 -0.191 -0.029 1.514
O -0.444 -0.212 -0.475 1.112
H 1.251 -2.356 -0.112 0.440
H 0.578 -1.702 1.367 -1.147
H 2.327 -1.456 0.949 -0.691
H 1.664 0.069 -0.798 -1.051
H 1.017 0.551 0.765 0.215
H -0.900 0.400 0.108 -0.658
C 1.344 -1.910 4.235 -0.183
C 2.378 -2.756 3.482 0.888
O 3.095 -3.687 4.360 -0.658
H 1.797 -1.340 5.047 0.435
H 0.517 -2.534 4.574 0.288
H 0.873 -1.269 3.491 -0.352
H 3.057 -2.092 2.947 -0.451
H 1.944 -3.442 2.755 -0.108
H 4.037 -3.620 4.191 0.352
C -2.860 -1.778 2.630 -0.503
C -2.647 -2.201 4.121 -0.111
O -2.385 -3.553 4.055 -0.514
H -3.702 -2.313 2.189 0.453
H -1.938 -1.915 2.065 -0.399
H -3.129 -0.725 2.548 0.462
H -3.463 -1.884 4.771 0.405
H -1.689 -1.803 4.455 -0.142
H -2.365 -3.967 4.921 0.233
C -1.154 -4.883 1.047 0.489
O -0.936 -5.219 -0.061 -0.716
N -0.230 -4.363 1.810 0.002
N -2.248 -4.956 1.710 -0.274
H -0.449 -3.997 2.725 0.171
H 0.713 -4.254 1.464 -0.200
H -3.038 -5.460 1.333 0.231
H -2.214 -4.635 2.667 0.176
C -2.440 3.026 1.272 0.105
O -1.905 1.974 0.994 -0.203
N -2.012 3.718 2.279 -0.187
N -3.479 3.547 0.786 -0.228
H -1.370 3.286 2.928 0.125
H -2.620 4.499 2.481 0.139
H -4.034 4.160 1.366 0.179
H -3.841 2.979 0.034 0.218
C 4.185 0.729 2.661 0.726
O 3.564 1.627 2.184 -0.714
N 4.938 -0.135 2.085 -0.314
N 4.275 0.463 3.870 -0.246
H 5.204 -0.946 2.624 0.237
H 4.808 -0.183 1.084 -0.148
H 4.821 -0.312 4.217 0.157
H 3.818 1.081 4.525 0.259
C 0.192 1.290 -5.213 0.606
O 0.142 0.253 -5.863 -0.863
N -0.215 2.393 -5.715 -0.230
N 0.495 1.413 -3.989 0.149
H -0.249 3.230 -5.152 0.234
H -0.363 2.371 -6.714 0.199
H 0.452 2.300 -3.509 0.530
H 0.753 0.557 -3.520 -0.415
C 3.745 -4.737 0.011 0.601
O 2.579 -4.910 0.331 -0.577
N 4.507 -5.774 -0.400 -0.489
N 4.406 -3.602 -0.048 -0.081
H 4.108 -6.688 -0.239 0.274
H 5.501 -5.648 -0.531 0.136
H 3.839 -2.847 0.311 -0.201
H 5.400 -3.571 -0.224 0.210
C -1.643 -2.617 -2.711 0.506
O -1.960 -3.563 -3.396 -0.768
N -1.308 -2.687 -1.434 0.517
N -1.492 -1.451 -3.380 0.039
H -0.841 -1.847 -1.123 -0.448
H -1.408 -3.552 -0.923 -0.186
H -1.245 -0.585 -2.923 -0.160
H -1.567 -1.369 -4.384 0.157
C 4.447 0.608 -1.198 0.894
O 4.240 -0.407 -0.607 -0.530
N 4.540 0.728 -2.478 -0.393
N 4.466 1.801 -0.579 -0.249
H 4.917 1.594 -2.837 0.146
H 4.328 -0.061 -3.072 0.199
H 4.813 2.571 -1.132 0.164
H 4.386 1.838 0.427 -0.076
```

# 3
C29H98O26VZr | ωB97M-V/def2-TZVPD

- ΔE to the lowest compared entry with this formula, charge and spin (kJ/mol) = 1177.6
- total charge = +1
- highest occupied orbital energy (eV) = -10.5
- LUMO (eV) = -9.77

The geometry in XYZ format:
```
155
Properties=species:S:1:pos:R:3:mulliken_charge:R:1
O 0.432 -0.028 0.588 -1.125
V 1.346 -0.002 -0.724 0.300
O 2.004 1.466 -0.968 -0.979
Zr -0.758 -2.811 -2.040 1.544
O -0.932 -2.058 -3.842 -0.691
C -0.258 -0.971 -4.360 -0.267
C 0.965 -0.722 -3.537 0.437
O 0.597 -0.974 -2.185 0.816
H -0.969 -0.141 -4.188 -0.184
H 0.059 -0.972 -5.425 0.389
H 1.359 0.277 -3.737 -0.384
H 1.732 -1.376 -3.854 0.274
O 0.681 -4.319 -2.444 -0.610
C 0.277 -5.673 -2.452 -0.363
C -1.303 -5.885 -2.066 -0.348
O -1.772 -4.587 -2.121 -0.801
H 0.755 -6.297 -1.672 0.353
H 0.398 -6.077 -3.453 0.309
H -1.329 -6.422 -1.112 0.154
H -1.842 -6.520 -2.825 0.317
O -0.889 -2.206 -0.119 1.146
H -0.459 -1.625 0.480 0.040
H -1.735 -2.592 0.352 -0.020
O 2.376 -1.275 -0.494 -0.138
H 6.397 0.889 -0.720 0.312
H 3.129 -1.267 -1.000 0.022
O -0.589 1.389 -0.979 1.908
H -0.285 1.988 -1.617 -0.396
H -0.446 1.799 -0.132 -0.386
O -2.992 -2.543 -1.665 -0.051
H -3.558 -1.785 -1.803 0.073
H -3.223 -3.330 -2.131 0.357
O 6.742 -0.067 -0.744 -0.600
H 6.605 -0.183 0.212 0.312
H -13.497 -3.969 10.920 0.359
C -3.077 3.861 1.531 -1.253
C -2.578 2.668 2.357 0.516
C -2.998 1.346 1.788 -0.122
O -1.194 2.722 2.425 -0.421
H -2.641 3.830 0.513 0.080
H -2.777 4.856 1.925 0.327
H -4.173 3.854 1.544 0.450
H -3.015 2.692 3.408 0.252
H -2.634 0.519 2.365 -0.290
H -2.656 1.237 0.711 -0.318
H -4.059 1.289 1.767 0.643
H -0.914 3.292 1.661 0.242
C -5.126 0.187 -3.499 -1.702
C -3.679 0.608 -3.253 1.366
C -3.593 2.044 -2.848 -1.490
O -3.169 -0.127 -2.120 -0.204
H -5.811 0.978 -3.662 0.457
H -5.558 -0.303 -2.645 0.280
H -5.220 -0.447 -4.431 0.349
H -3.091 0.313 -4.111 0.005
H -3.791 2.819 -3.624 0.498
H -2.570 2.259 -2.456 0.066
H -4.278 2.334 -2.028 0.330
H -2.808 0.520 -1.489 -0.364
C 4.514 3.250 2.914 -1.526
C 3.780 2.236 2.079 0.777
C 2.925 1.235 2.834 -0.952
O 2.873 3.019 1.238 -0.276
H 3.823 3.688 3.708 0.320
H 4.861 4.144 2.306 0.274
H 5.397 2.884 3.445 0.407
H 4.466 1.859 1.375 0.209
H 3.422 0.693 3.599 0.583
H 2.496 0.521 2.147 -0.172
H 2.079 1.849 3.224 0.175
H 2.649 2.457 0.478 -0.104
C 5.100 4.715 -0.972 -0.956
C 3.834 5.423 -1.357 0.530
C 3.985 6.298 -2.557 -1.557
O 2.765 4.552 -1.661 0.104
H 5.932 5.337 -0.556 0.401
H 5.463 4.144 -1.845 0.248
H 4.843 4.030 -0.158 -0.012
H 3.501 6.077 -0.492 0.397
H 4.313 7.271 -2.291 0.424
H 2.995 6.396 -2.970 0.340
H 4.551 5.766 -3.328 0.309
H 2.665 3.909 -0.925 -0.332
C -1.576 -1.201 4.640 -1.188
C -1.251 -2.625 4.785 1.401
C -1.810 -3.332 6.056 -1.363
O -1.868 -3.390 3.727 0.008
H -1.303 -0.909 3.581 -0.095
H -1.118 -0.557 5.383 0.563
H -2.656 -1.129 4.740 0.338
H -0.099 -2.800 4.747 -0.308
H -1.653 -4.409 5.998 0.207
H -2.822 -3.005 6.361 0.342
H -1.275 -2.889 6.902 0.401
H -2.206 -2.846 3.006 -0.015
C -0.766 -7.599 4.238 -0.713
O -1.770 -6.575 4.158 -0.536
H 0.233 -7.177 4.319 0.285
H -0.987 -8.174 5.121 0.337
H -0.940 -8.386 3.445 0.262
H -1.627 -5.799 4.700 0.112
C 3.516 3.227 -4.432 -0.912
O 2.925 2.017 -4.958 -0.530
H 2.863 4.070 -4.395 0.277
H 3.888 3.259 -3.439 0.409
H 4.254 3.461 -5.182 0.434
H 3.282 1.220 -4.588 0.239
C 5.009 -2.146 -3.979 -0.375
O 4.432 -1.136 -4.777 -0.451
H 4.832 -3.186 -4.300 0.273
H 6.084 -2.090 -3.858 0.361
H 4.531 -2.080 -2.989 -0.037
H 4.961 -0.742 -5.476 0.292
C -3.145 6.122 -4.671 -0.232
O -2.795 6.041 -6.030 -0.483
H -2.354 5.664 -4.036 -0.120
H -3.156 7.154 -4.424 0.371
H -4.095 5.500 -4.344 0.185
H -3.529 6.497 -6.400 0.311
C 2.301 -0.704 7.281 -0.491
O 1.232 -1.485 6.828 -0.363
H 1.847 0.183 7.811 0.212
H 3.008 -1.238 7.881 0.311
H 2.909 -0.391 6.451 0.105
H 1.558 -2.182 6.286 0.217
C -3.714 -7.057 1.915 -0.736
O -2.938 -5.916 1.815 -0.369
H -4.851 -6.931 2.084 0.238
H -3.563 -7.698 1.026 0.266
H -3.359 -7.644 2.786 0.219
H -2.186 -6.047 2.424 0.330
C 0.088 5.545 -0.016 -0.544
O 0.166 4.157 0.279 -0.021
H -0.093 6.148 0.931 0.289
H 1.073 5.925 -0.430 -0.122
H -0.713 5.732 -0.701 0.287
H 0.911 4.050 0.855 0.005
C 0.157 3.533 -4.012 -0.861
O 0.220 3.441 -2.592 -0.103
H -0.875 3.412 -4.279 0.347
H 0.548 4.479 -4.334 0.391
H 0.857 2.775 -4.481 0.072
H 0.977 3.958 -2.358 0.059
C 2.309 -4.063 1.767 -0.453
O 1.499 -4.116 2.913 -0.515
H 2.779 -3.066 1.509 0.076
H 3.135 -4.664 2.023 0.457
H 1.926 -4.328 0.816 0.140
H 0.674 -3.615 2.794 0.249
C -4.352 -2.859 1.133 -0.653
O -3.133 -3.416 1.006 -0.467
H -4.209 -1.739 0.847 0.031
H -5.036 -3.201 0.392 0.270
H -4.871 -2.891 2.093 0.333
H -3.129 -4.368 1.425 0.356
```

# 4
C2AgFLiO2 | ωB97M-V/def2-TZVPD

- ΔE to the lowest compared entry with this formula, charge and spin (kJ/mol) = 0.0
- multiplicity = 2
- ⟨S²⟩ = 1.181
- highest occupied orbital energy (spin up / spin down) (eV) = -6.5 / -5.3
- LUMO (spin up / spin down) (eV) = -1.26 / -1.26

The geometry in XYZ format:
```
7
Properties=species:S:1:pos:R:3:nbo_charge:R:1
Li 1.379 -1.082 -2.883 0.961
O 1.430 0.181 -1.558 -0.884
C 0.619 0.509 -0.671 0.127
C -0.601 -0.119 -0.281 0.560
O -1.378 0.283 0.610 -0.736
F -1.129 -0.943 -1.246 -0.392
Ag -1.009 2.438 0.799 0.364
```

Which formula does entry 1 have?
C29H87F4NO21P